No. 1
A cluster of 4 separate species, CH9NO3 in total in a non-equilibrium geometry, computed with the ωB97M-V functional and the def2-TZVPD basis.

CARTESIAN COORDINATES (ANGSTROEM)
C 0.876 0.669 -2.350
N 0.411 -0.174 -1.462
H 0.331 0.696 -3.385
H 1.435 1.539 -1.951
H 1.042 -0.349 -0.696
O -1.799 0.160 2.415
H -2.021 -0.773 2.370
H -1.788 0.358 1.509
O -1.991 -2.364 0.672
H -1.313 -3.109 0.567
H -2.317 -2.247 -0.194
O 2.590 1.553 0.539
H 1.776 2.095 0.555
H 2.768 1.945 1.410

Summary:
Relative energy (zero: lowest compared OMol25 entry of this formula, charge and spin): 184.4 kJ/mol
Total charge: 0
E: -323.8973 Eh
SMILES string: C=N.O.O.O


No. 2
A cluster of 4 separate species, CH9NO4 in total in a non-equilibrium geometry, computed with the ωB97M-V functional and the def2-TZVPD basis.

CARTESIAN COORDINATES (ANGSTROEM)
N 1.248 -0.175 -0.226
C 0.752 0.327 -1.433
O 0.795 1.499 -1.830
H 1.421 0.464 0.723
H 1.675 -1.107 -0.231
H 0.161 -0.436 -1.861
O -3.182 -0.526 0.686
H -4.005 -0.929 0.659
H -3.070 0.370 1.131
O 2.419 -3.055 1.743
H 2.398 -3.242 2.688
H 3.011 -2.231 1.722
O -1.608 2.330 0.114
H -1.515 1.608 -0.423
H -0.712 2.785 0.068

Summary:
Relative energy (zero: lowest compared OMol25 entry of this formula, charge and spin): 212.7 kJ/mol
Total charge: 0
E: -399.1705 Eh
SMILES string: NC=O.O.O.O